*1*
A single C3Br2F2 molecule, computed with ωB97M-V/def2-TZVPD.

LUMO (spin up / spin down), eV: -2.06 / -2.02
Net charge: 0
HOMO level (spin up / spin down), eV: -9.14 / -9.07
HOMO-LUMO gap (spin up / spin down), eV: 7.1 / 7.0

Element x y z (Å)
C -1.54 -0.17 -0.49
C 1.54 -0.13 -0.36
C 0.06 -0.62 -0.04
F 0.10 -1.98 -0.08
F -0.15 -0.37 1.28
Br -1.81 1.61 -0.19
Br 1.80 1.66 -0.12

=====

*2*
A single C3Br2F2 molecule, computed with ωB97M-V/def2-TZVPD.

LUMO (spin up / spin down), eV: -1.08 / -0.66
Net charge: 0
HOMO level (spin up / spin down), eV: -8.59 / -9.08
HOMO-LUMO gap (spin up / spin down), eV: 7.5 / 8.4

Element x y z (Å)
C 0.27 0.35 -0.61
C 0.30 -0.95 -0.87
C -0.20 0.55 0.75
F -1.48 0.88 1.04
F 0.45 0.02 1.83
Br 0.34 1.69 -2.09
Br 0.32 -2.54 -0.05

=====

How far above the most stable structure does each one sit? In kcal/mol: *1* 70.9; *2* 0.0.